1.
ORCA calculation (ωB97M-V with the def2-TZVPD basis set) on the molecule C2H3NO7P2 in a non-equilibrium geometry.

Properties
SMILES: O=C=NOC(=O)OPP(=O)(O)O
Frontier orbital gap: 9.978 eV
E_tot: -36522.8723 eV

Last columns: bonded neighbours and bond lengths (Å).
Positions of all 15 atoms, in Å:
1 O -0.593 -3.302 -3.270  C2 1.162
2 C -0.942 -2.292 -2.812  O1 1.162, N3 1.242
3 N -1.257 -1.175 -2.369  C2 1.242, O4 1.424
4 O -0.876 -1.051 -1.002  N3 1.424, C5 1.362
5 C -1.853 -0.425 -0.289  O4 1.362, O6 1.171, O7 1.347
6 O -2.996 -0.397 -0.541  C5 1.171
7 O -1.287 0.173 0.777  C5 1.347, P8 1.689
8 P 0.007 -0.578 1.564  O7 1.689, P9 2.199, H13 1.409
9 P 1.636 0.809 1.060  P8 2.199, O10 1.464, O11 1.602, O12 1.598
10 O 2.921 0.107 1.051  P9 1.464
11 O 1.672 2.051 2.070  P9 1.602, H14 0.966
12 O 1.116 1.398 -0.332  P9 1.598, H15 0.969
13 H -0.233 -0.058 2.851  P8 1.409
14 H 0.953 2.681 1.926  O11 0.966
15 H 1.732 2.058 -0.685  O12 0.969

Need the Mulliken charges? In units of e they are:
1 O -0.35
2 C 0.83
3 N -0.60
4 O -0.08
5 C 0.79
6 O -0.44
7 O -0.33
8 P 0.06
9 P 0.94
10 O -0.62
11 O -0.49
12 O -0.48
13 H 0.09
14 H 0.34
15 H 0.34

2.
ORCA calculation (ωB97M-V with the def2-TZVPD basis set) on the molecule C3H6N2OS in a non-equilibrium geometry.

Properties
SMILES: [H]/N=C1/OCCN1S
Frontier orbital gap: 9.986 eV
Energy above the lowest of the compared OMol25 structures with the same formula, charge and spin: 46.07 kcal per mole
E_tot: -19070.1691 eV

Last columns: bonded neighbours and bond lengths (Å).
Positions of all 13 atoms, in Å:
1 C -0.991 0.618 0.142  C2 1.542, H5 1.093, H6 1.104, N10 1.487
2 C 0.003 1.636 -0.453  C1 1.542, H7 1.109, H8 1.102, O12 1.400
3 C 1.039 -0.479 -0.370  N10 1.368, N11 1.229, O12 1.397
4 H -0.396 -2.210 1.956  S13 1.353
5 H -1.901 0.443 -0.438  C1 1.093
6 H -1.330 0.938 1.143  C1 1.104
7 H -0.436 2.025 -1.395  C2 1.109
8 H 0.337 2.443 0.218  C2 1.102
9 H 1.543 -2.189 -0.355  N11 0.971
10 N -0.157 -0.605 0.281  C1 1.487, C3 1.368, S13 1.694
11 N 1.905 -1.320 -0.599  C3 1.229, H9 0.971
12 O 1.120 0.856 -0.776  C2 1.400, C3 1.397
13 S -0.736 -2.155 0.647  H4 1.353, N10 1.694

Need the Mulliken charges? In units of e they are:
1 C -0.44
2 C -0.18
3 C 0.61
4 H 0.16
5 H 0.27
6 H 0.25
7 H 0.22
8 H 0.26
9 H 0.24
10 N -0.08
11 N -0.66
12 O -0.42
13 S -0.23

3.
ORCA calculation (ωB97M-V with the def2-TZVPD basis set) on the molecule C4H7NO in a non-equilibrium geometry.

Properties
SMILES: CNC(C)=C=O
Frontier orbital gap: 8.547 eV
Energy above the lowest of the compared OMol25 structures with the same formula, charge and spin: 61.87 kcal per mole
E_tot: -7796.9613 eV

Last columns: bonded neighbours and bond lengths (Å).
Positions of all 13 atoms, in Å:
1 C -0.471 0.494 0.040  C2 1.503, N4 1.395, C5 1.337
2 C 0.560 1.454 -0.482  C1 1.503, H8 1.094, H9 1.095, H10 1.094
3 C 0.616 -1.508 0.291  N4 1.540, H11 1.092, H12 1.093, H13 1.096
4 N -0.106 -0.386 1.059  C1 1.395, C3 1.540, H7 1.023
5 C -1.754 0.615 -0.319  C1 1.337, O6 1.178
6 O -2.855 0.421 -0.688  C5 1.178
7 H -0.926 -0.801 1.509  N4 1.023
8 H 1.524 1.319 0.017  C2 1.094
9 H 0.241 2.487 -0.310  C2 1.095
10 H 0.714 1.311 -1.556  C2 1.094
11 H 1.155 -1.227 -0.617  C3 1.092
12 H 1.386 -1.857 0.983  C3 1.093
13 H -0.085 -2.322 0.073  C3 1.096

Need the Mulliken charges? In units of e they are:
1 C 0.47
2 C -1.31
3 C -0.78
4 N -0.43
5 C 0.29
6 O -0.45
7 H 0.29
8 H 0.34
9 H 0.38
10 H 0.32
11 H 0.29
12 H 0.27
13 H 0.31

4.
ORCA calculation (ωB97M-V with the def2-TZVPD basis set) on the molecule C2H3FN4 in a non-equilibrium geometry.

Properties
SMILES: Nc1n[nH]c(F)n1
Frontier orbital gap: 9.830 eV
Energy above the lowest of the compared OMol25 structures with the same formula, charge and spin: 0.00 kcal per mole
E_tot: -10800.0033 eV

Last columns: bonded neighbours and bond lengths (Å).
Positions of all 10 atoms, in Å:
1 C -0.619 -0.200 0.119  N3 1.366, N4 1.337, N6 1.378
2 C 1.481 -0.132 -0.080  N3 1.407, N5 1.336, F7 1.322
3 N 0.432 -1.066 0.004  C1 1.366, C2 1.407
4 N -0.346 1.108 0.074  C1 1.337, N5 1.386
5 N 1.038 1.127 -0.007  C2 1.336, N4 1.386, H8 0.994
6 N -1.893 -0.723 0.127  C1 1.378, H9 0.999, H10 0.991
7 F 2.794 -0.289 -0.053  C2 1.322
8 H 1.620 1.899 0.221  N5 0.994
9 H -1.944 -1.660 -0.217  N6 0.999
10 H -2.564 -0.064 -0.188  N6 0.991

Need the Mulliken charges? In units of e they are:
1 C 0.55
2 C 0.40
3 N -0.55
4 N -0.71
5 N 0.21
6 N -0.44
7 F -0.22
8 H 0.26
9 H 0.25
10 H 0.26